Here is a 7-piece molecular cluster, C19H38O23S2 overall at a distorted geometry from the OMol25 dataset. Energies are from wB97M-V/def2-TZVPD.

Atoms and positions in Å:
O1 5.18158 -0.60187 3.37786
S1 4.87004 0.28319 2.31912
O2 3.93858 1.37690 2.30891
O3 6.29060 0.83848 1.82291
C1 6.58320 0.53332 0.42600
C2 5.65633 -0.68254 0.18896
O4 4.48966 -0.56689 0.97018
H1 6.30016 1.36533 -0.30567
H2 7.68879 0.40540 0.45438
H3 6.09218 -1.66653 0.46413
H4 5.31317 -0.74099 -0.81164
O5 -1.86006 1.49832 5.03044
S2 -1.43347 2.69544 4.33094
O6 -1.36563 2.78644 2.92953
O7 -2.36536 3.89199 4.80024
C3 -1.93226 4.39446 6.05174
C4 -0.47401 3.88458 6.25617
O8 -0.05369 3.25142 4.93408
H5 -1.97311 5.50349 5.97637
H6 -2.60372 3.97250 6.79799
H7 -0.26385 3.12091 7.00409
H8 0.31644 4.62316 6.38220
C5 -3.04029 1.64220 0.15648
O9 -2.56578 0.89392 -1.03176
C6 -3.58289 0.39069 -1.70104
O10 -4.75240 0.43981 -1.40354
O11 -3.12703 -0.31090 -2.71321
C7 -4.06527 -1.00787 -3.53775
H9 -2.81159 1.11716 1.13471
H10 -4.13225 1.75522 0.01505
H11 -2.49531 2.59450 0.12486
H12 -3.49087 -1.79835 -4.05827
H13 -4.43996 -0.43367 -4.37206
H14 -4.80867 -1.49352 -2.94192
C8 3.90943 -1.75784 -4.91880
O12 3.44878 -2.63612 -3.85119
C9 4.30247 -3.72292 -3.64993
O13 5.15740 -4.09083 -4.41459
O14 3.99153 -4.30601 -2.54638
C10 2.83768 -3.87402 -1.75857
H15 3.42318 -2.05590 -5.85716
H16 4.94949 -1.43681 -4.99832
H17 3.41566 -0.81894 -4.70010
H18 1.89725 -4.11962 -2.25806
H19 2.76968 -2.82057 -1.59850
H20 2.85960 -4.39021 -0.84095
C11 -4.84297 -0.14986 7.62942
O15 -5.56699 0.72740 6.65837
C12 -5.39167 0.29255 5.39527
O16 -4.87534 -0.72172 5.06797
O17 -5.92574 1.23362 4.59437
C13 -5.86280 1.00298 3.12710
H21 -5.00104 0.45075 8.54146
H22 -3.80087 -0.23565 7.28286
H23 -5.26411 -1.16469 7.64177
H24 -5.99304 2.01241 2.73220
H25 -6.81640 0.51633 2.86131
H26 -4.88802 0.65922 2.84199
C14 1.60964 1.09594 -2.53311
O18 2.28445 2.06260 -3.44018
C15 3.57214 2.28573 -3.18812
O19 4.21396 1.52979 -2.47620
O20 4.16922 3.26122 -3.90215
C16 3.27067 4.24508 -4.56239
H27 1.98497 0.11058 -2.88111
H28 0.52114 1.17487 -2.71183
H29 1.74459 1.08332 -1.44858
H30 2.73688 4.66401 -3.73288
H31 2.66841 3.82860 -5.33047
H32 3.90140 5.03520 -4.93855
C17 -0.13441 -2.78993 -4.56831
O21 -1.44288 -3.12378 -4.00968
C18 -1.37701 -3.53184 -2.72964
O22 -0.40084 -3.67146 -2.09105
O23 -2.64748 -3.67978 -2.30191
C19 -2.68703 -4.40607 -1.05473
H33 0.43560 -2.18726 -3.87504
H34 -0.34805 -2.13941 -5.45018
H35 0.40932 -3.68673 -4.89956
H36 -1.83975 -5.01626 -0.84941
H37 -3.55380 -5.06645 -1.05175
H38 -2.90760 -3.62728 -0.33521

The HOMO-LUMO gap comes out at 11.1250 eV. For the total energy, the calculation gives -89077.743 eV. The highest occupied orbital energy is -0.39189 hartree. The SMILES is O=S1(=O)OCCO1.O=S1(=O)OCCO1.COC(=O)OC.COC(=O)OC.COC(=O)OC.COC(=O)OC.COC(=O)OC. Its multiplicity is 1.


Here is C42H105F2K3NO32P7S2 as an isolated structure at a distorted geometry from the OMol25 dataset. Energies are from wB97M-V/def2-TZVPD.

Atoms and positions in Å:
K1 2.86498 1.27284 4.42090
K2 1.53222 -3.67631 3.66616
K3 3.41133 2.89074 1.22207
N1 1.99549 0.77257 1.80269
S1 2.71680 -0.59969 1.07700
O1 2.43581 -0.89216 -0.25892
O2 2.85273 -1.67842 1.96681
F1 4.16196 0.07668 1.03949
S2 0.50301 0.32186 1.54954
O3 0.05477 -0.71316 2.44943
O4 -0.05006 0.42520 0.27127
F2 -0.29329 1.56465 2.22164
C1 7.41711 -2.50494 8.07649
C2 6.83311 -1.21633 7.63459
O5 7.18090 -0.95772 6.23231
P1 6.82763 0.37595 5.52790
O6 5.38705 0.66546 5.59717
O7 7.65968 1.49683 6.16970
C3 9.13787 1.70728 5.87601
C4 9.95463 1.61254 7.15466
O8 7.43161 0.21805 4.11552
C5 6.73327 -0.53627 3.11403
C6 6.67250 -2.05659 3.31355
H1 8.50930 -2.44304 8.09182
H2 7.06030 -2.79294 9.05809
H3 7.24407 -3.30735 7.35033
H4 5.75898 -1.11920 7.85090
H5 7.24724 -0.43403 8.30155
H6 9.52840 1.02038 5.12406
H7 9.21608 2.71551 5.45704
H8 9.88572 0.62218 7.60436
H9 10.97686 1.89269 6.88938
H10 9.60014 2.30379 7.91959
H11 5.74611 -0.10011 2.87473
H12 7.24966 -0.32026 2.16753
H13 7.65077 -2.50151 3.12796
H14 6.43130 -2.32228 4.35406
H15 5.90200 -2.54543 2.72277
C7 3.62923 0.00929 -3.27057
C8 3.81015 -1.45141 -2.94884
O9 4.35231 -2.20852 -3.99751
P2 3.57204 -2.39038 -5.33620
O10 2.19159 -2.03702 -5.26999
O11 4.44810 -1.59910 -6.37855
C9 3.82606 -0.65069 -7.25658
C10 4.58908 0.62197 -7.21694
O12 3.96713 -3.86645 -5.60569
C11 3.34707 -4.46225 -6.71951
C12 2.22968 -5.36810 -6.32577
H16 2.88280 0.12650 -4.05737
H17 3.26588 0.51769 -2.37780
H18 4.57355 0.44966 -3.59726
H19 4.50508 -1.61016 -2.12062
H20 2.85258 -1.85075 -2.59424
H21 3.77487 -1.02366 -8.28202
H22 2.78472 -0.47418 -6.97939
H23 5.62425 0.44422 -7.51912
H24 4.17422 1.32037 -7.94324
H25 4.62000 1.03428 -6.21109
H26 2.95677 -3.77807 -7.49618
H27 4.12239 -4.95541 -7.31145
H28 1.84381 -5.82369 -7.24387
H29 2.54776 -6.17610 -5.66454
H30 1.41189 -4.84018 -5.83778
C13 -5.02953 4.76222 -2.13024
C14 -4.62545 5.88313 -1.23410
O13 -3.47081 5.51667 -0.35356
P3 -3.60127 5.79162 1.16532
O14 -4.37670 6.94623 1.51723
O15 -2.08127 5.84767 1.59011
C15 -1.91594 6.14326 2.93332
C16 -1.09847 5.10680 3.62686
O16 -4.12320 4.44955 1.81727
C17 -3.75305 3.11036 1.28063
C18 -3.99887 2.02546 2.28252
H31 -4.16810 4.34688 -2.63655
H32 -5.49065 3.97960 -1.51507
H33 -5.82155 5.11513 -2.78611
H34 -4.13739 6.69226 -1.80386
H35 -5.40022 6.39658 -0.66342
H36 -1.47635 7.13619 3.00184
H37 -2.88189 6.24564 3.43674
H38 -0.83704 5.47693 4.62667
H39 -1.65710 4.19277 3.83646
H40 -0.18601 4.89408 3.07175
H41 -4.42191 2.97285 0.41343
H42 -2.75530 3.14631 0.82251
H43 -4.12784 1.10617 1.71072
H44 -3.10533 1.84844 2.88960
H45 -4.83586 2.26541 2.92533
C19 2.10739 -4.33460 -2.92214
C20 1.53734 -3.65624 -1.67152
O17 0.27287 -4.31868 -1.23933
P4 0.23021 -4.99217 0.14796
O18 0.36452 -4.05224 1.25726
O19 -1.09069 -5.77838 0.07954
C21 -1.76069 -6.18223 1.28144
C22 -2.77150 -7.15998 0.88881
O20 1.33915 -6.10245 0.15260
C23 1.24946 -7.15762 -0.81165
C24 2.48015 -7.99422 -0.70943
H46 1.28208 -4.47633 -3.62196
H47 2.81436 -3.68184 -3.43910
H48 2.65411 -5.24042 -2.67035
H49 2.26862 -3.69306 -0.84733
H50 1.35291 -2.60331 -1.89655
H51 -1.09993 -6.60192 2.04722
H52 -2.18014 -5.28410 1.74019
H53 -2.41978 -7.63143 -0.04705
H54 -2.97314 -7.98504 1.55862
H55 -3.71292 -6.72572 0.57888
H56 0.35894 -7.77231 -0.71903
H57 1.24597 -6.75792 -1.82666
H58 3.36466 -7.37141 -0.74562
H59 2.44682 -8.61098 0.18718
H60 2.46182 -8.69227 -1.54787
C25 -2.46792 -1.49907 3.81355
C26 -2.99042 -2.18214 5.02549
O21 -4.04065 -3.06239 4.71527
P5 -4.12611 -4.43933 5.44299
O22 -2.91761 -5.22051 5.35450
O23 -4.60314 -4.08340 6.92586
C27 -4.37012 -5.03424 7.95138
C28 -5.46346 -6.03551 8.03685
O24 -5.37491 -5.11417 4.80765
C29 -6.68322 -4.40738 4.81816
C30 -7.41917 -4.77039 3.59112
H61 -3.25344 -1.18343 3.12966
H62 -1.83843 -0.63170 4.02735
H63 -1.76486 -2.12282 3.21582
H64 -2.17880 -2.65959 5.56549
H65 -3.44858 -1.40060 5.63392
H66 -3.40742 -5.53194 8.00827
H67 -4.41364 -4.45580 8.87606
H68 -6.38303 -5.61825 8.44711
H69 -5.70213 -6.33773 7.00852
H70 -5.25217 -6.97084 8.54874
H71 -7.21283 -4.76579 5.70935
H72 -6.53429 -3.33778 4.98139
H73 -8.48249 -4.52660 3.70805
H74 -7.02616 -4.29413 2.70515
H75 -7.45772 -5.85866 3.51999
C31 -8.72509 2.01053 -5.10352
C32 -7.50822 2.73992 -5.52726
O25 -6.43287 2.56393 -4.52951
P6 -5.03850 1.98432 -4.96303
O26 -5.11728 1.20266 -6.16729
O27 -4.12638 3.23835 -4.96758
C33 -4.63704 4.40846 -5.64980
C34 -3.61315 5.49367 -5.64630
O28 -4.56439 1.25454 -3.67322
C35 -4.67159 -0.19848 -3.60261
C36 -3.33799 -0.77962 -3.31650
H76 -8.60196 0.93014 -5.19446
H77 -9.09770 2.26122 -4.10392
H78 -9.60577 2.26508 -5.71118
H79 -7.21623 2.39006 -6.51729
H80 -7.70358 3.82008 -5.56310
H81 -4.94794 4.16442 -6.67986
H82 -5.57410 4.75759 -5.19924
H83 -3.28686 5.65547 -4.61135
H84 -2.76828 5.31435 -6.30419
H85 -4.07558 6.43461 -5.95255
H86 -5.34857 -0.47897 -2.78908
H87 -5.08796 -0.64252 -4.50302
H88 -2.80386 -0.25397 -2.52605
H89 -3.45091 -1.82855 -3.05934
H90 -2.74583 -0.64293 -4.22920
C37 1.48787 8.21689 -0.46666
C38 0.68839 7.04878 0.06461
O29 0.15443 6.14538 -0.93802
P7 1.04285 4.99366 -1.50959
O30 1.77762 4.23624 -0.47633
O31 2.02948 5.59943 -2.55151
C39 1.64911 6.69614 -3.46306
C40 1.86229 6.24302 -4.87640
O32 0.03019 4.23796 -2.35563
C41 0.54185 3.19087 -3.23847
C42 0.35719 1.80639 -2.60479
H91 2.49447 7.82537 -0.72627
H92 1.16315 8.59860 -1.42532
H93 1.64649 8.94206 0.32123
H94 1.19833 6.53411 0.88680
H95 -0.19999 7.45230 0.57034
H96 0.61018 7.01193 -3.33122
H97 2.28595 7.54414 -3.21959
H98 2.89336 5.92857 -5.04675
H99 1.25096 5.37779 -5.14082
H100 1.60331 7.02459 -5.59687
H101 -0.01154 3.27086 -4.17084
H102 1.58756 3.38887 -3.50959
H103 -0.68804 1.62859 -2.36161
H104 0.76547 1.03315 -3.25703
H105 0.90295 1.76757 -1.65542

The HOMO-LUMO gap comes out at 7.5264 eV. For the total energy, the calculation gives -253379.118 eV. The highest occupied orbital energy is -0.47531 hartree. Its multiplicity is 1. As for the net charge: +2.